Record 1
Computed, not measured: a 2-piece molecular cluster, C5H11BrO2 overall, with ωB97M-V/def2-TZVPD.

CARTESIAN COORDINATES (ANGSTROEM)
C (-1.8891, 0.0739, 0.4519)
C (-0.5913, 2.1476, 0.2844)
C (1.7943, -1.5220, -0.7555)
C (1.5577, -0.7673, 0.5319)
C (-0.8424, 0.7713, -0.3453)
O (2.9867, -2.3980, -0.6488)
O (-0.6795, 0.6684, -1.6536)
Br (2.6323, 0.7949, 0.8353)
H (-2.9389, 0.5439, 0.4518)
H (-1.9968, -1.0162, 0.2889)
H (-1.5712, 0.0136, 1.5732)
H (-0.8787, 2.8624, -0.4724)
H (-0.9322, 2.2896, 1.3270)
H (0.5236, 2.4674, 0.4685)
H (2.0524, -0.7887, -1.6534)
H (1.0992, -2.3054, -0.8635)
H (1.3567, -1.2198, 1.3851)
H (3.7101, -1.8514, -0.7769)
H (-0.7500, -0.2557, -1.7867)

Results
Frontier orbital gap (spin up / spin down)   0.3229 / 0.2484 hartree
HOMO energy (spin up / spin down)   -8.1689 / -6.9706 eV
Relative energy (zero: lowest compared OMol25 entry of this formula, charge and spin)   3.898 eV

Record 2
Computed, not measured: C41H36BN3O2P2Ru as an isolated structure, with ωB97M-V/def2-TZVPD.

CARTESIAN COORDINATES (ANGSTROEM)
Ru (0.5184, -0.1752, 0.4318)
C (0.3704, 2.3351, 2.5832)
P (-0.2260, 2.0705, 0.8283)
C (-1.9661, 2.5913, 0.8103)
C (-2.5310, 3.4914, 1.7120)
C (-3.8457, 3.8917, 1.5472)
C (-4.5990, 3.4055, 0.4903)
C (-4.0379, 2.5111, -0.4088)
C (-2.7272, 2.1029, -0.2535)
C (0.6045, 3.3018, -0.2236)
C (1.4918, 2.8314, -1.1896)
C (2.1116, 3.7125, -2.0539)
C (1.8440, 5.0683, -1.9557)
C (0.9627, 5.5402, -0.9936)
C (0.3394, 4.6644, -0.1223)
C (0.3505, 1.0010, 3.2392)
C (0.3331, 0.6168, 4.5966)
C (0.2925, -0.7758, 4.6203)
C (0.2933, -1.2038, 3.2875)
C (0.2648, -2.5427, 2.6475)
P (-0.4146, -2.2711, 0.9381)
C (-0.1783, -3.8485, 0.0590)
C (0.2146, -3.8242, -1.2770)
C (0.4603, -5.0014, -1.9590)
C (0.2930, -6.2135, -1.3076)
C (-0.1533, -6.2446, 0.0051)
C (-0.3856, -5.0694, 0.6989)
C (-2.2098, -2.0475, 1.1409)
C (-2.9339, -2.4563, 2.2584)
C (-4.3083, -2.2934, 2.2740)
C (-4.9675, -1.7310, 1.1928)
C (-4.2463, -1.3154, 0.0834)
C (-2.8731, -1.4672, 0.0556)
N (0.3484, -0.1090, 2.4749)
H (-0.2354, 3.0556, 3.1372)
H (1.3913, 2.7318, 2.5500)
H (-1.9624, 3.9020, 2.5330)
H (-4.2833, 4.5901, 2.2451)
H (-5.6231, 3.7230, 0.3688)
H (-4.6237, 2.1384, -1.2343)
H (-2.2718, 1.4115, -0.9535)
H (1.6924, 1.7666, -1.2582)
H (2.7982, 3.3398, -2.7975)
H (2.3203, 5.7576, -2.6337)
H (0.7553, 6.5977, -0.9302)
H (-0.3520, 5.0347, 0.6204)
H (0.3716, 1.2716, 5.4447)
H (0.2912, -1.4050, 5.4867)
H (-0.2867, -3.2727, 3.2442)
H (1.2801, -2.9349, 2.4961)
H (0.3199, -2.8693, -1.7807)
H (0.7731, -4.9788, -2.9932)
H (0.5052, -7.1347, -1.8256)
H (-0.3346, -7.1918, 0.4894)
H (-0.7287, -5.1091, 1.7230)
H (-2.4467, -2.9085, 3.1095)
H (-4.8687, -2.6302, 3.1310)
H (-6.0403, -1.6159, 1.2115)
H (-4.7581, -0.8924, -0.7666)
H (-2.2933, -1.1558, -0.8070)
O (1.4869, -0.4457, -2.3619)
B (0.2982, -0.3780, -1.6180)
O (-0.7515, -0.0579, -2.4548)
C (-0.2158, 0.1948, -3.6774)
C (-0.8379, 0.6401, -4.8261)
C (-0.0201, 0.8791, -5.9167)
C (1.3587, 0.6655, -5.8597)
C (1.9843, 0.1944, -4.7159)
C (1.1701, -0.0381, -3.6220)
H (-1.9030, 0.7883, -4.8590)
H (-0.4652, 1.2359, -6.8315)
H (1.9563, 0.8825, -6.7308)
H (3.0466, 0.0140, -4.6891)
N (2.9882, -2.3160, 0.0424)
C (3.5726, -1.2000, 0.5523)
C (4.8665, -1.2242, 1.1034)
C (5.3900, -0.0776, 1.6481)
C (4.6227, 1.0881, 1.6335)
C (3.3652, 1.0364, 1.0843)
N (2.8353, -0.0774, 0.5639)
H (3.5780, -3.1181, -0.1198)
H (2.2378, -2.1725, -0.6294)
H (5.4248, -2.1467, 1.0963)
H (6.3844, -0.0734, 2.0665)
H (4.9963, 2.0114, 2.0398)
H (2.7547, 1.9305, 1.0388)

Results
Total charge   +2
Frontier orbital gap (spin up / spin down)   0.3040 / 0.1804 hartree
HOMO energy (spin up / spin down)   -12.9449 / -12.9559 eV
Multiplicity   5
Relative energy (zero: lowest compared OMol25 entry of this formula, charge and spin)   0.000 eV

Record 3
Computed, not measured: C24H35N6SW as an isolated structure, with ωB97M-V/def2-TZVPD.

CARTESIAN COORDINATES (ANGSTROEM)
W (0.1577, -0.1896, -0.0837)
C (-4.1679, 1.2484, 2.8032)
C (-2.9195, 1.9633, 2.4539)
N (-2.5411, 3.1170, 2.8963)
N (-1.3272, 3.3416, 2.3040)
C (-0.9373, 2.3541, 1.5076)
S (0.4793, 2.1213, 0.5794)
N (-1.9571, 1.4703, 1.5879)
N (-1.8944, 0.2327, 0.9072)
H (-4.7187, 1.8436, 3.5262)
H (-3.9462, 0.2748, 3.2437)
H (-4.7972, 1.0990, 1.9243)
H (-0.8146, 4.1849, 2.5085)
H (-2.7439, 0.1377, 0.3557)
H (-1.8742, -0.5223, 1.5987)
C (-1.7212, -0.6907, -2.4056)
N (-0.7448, -1.5239, -1.6670)
C (-1.4287, -2.7356, -1.1799)
C (0.3266, -1.9312, -2.6214)
C (1.2331, -0.7678, -2.8751)
C (1.9342, -0.6619, -4.0685)
C (2.8181, 0.3912, -4.2498)
C (2.9846, 1.3302, -3.2408)
C (2.2661, 1.2134, -2.0594)
C (1.3729, 0.1594, -1.8304)
H (-2.1150, -1.2415, -3.2639)
H (-1.2395, 0.2175, -2.7684)
H (-2.5616, -0.4344, -1.7597)
H (-1.8065, -3.3245, -2.0213)
H (-2.2675, -2.4586, -0.5412)
H (-0.7290, -3.3371, -0.6031)
H (-0.1281, -2.3247, -3.5369)
H (0.8763, -2.7488, -2.1485)
H (1.7996, -1.3975, -4.8536)
H (3.3711, 0.4812, -5.1756)
H (3.6728, 2.1544, -3.3775)
H (2.4310, 1.9640, -1.2934)
C (-0.4070, -0.5711, 3.7817)
C (-0.2926, -2.0729, 3.5017)
C (-1.3740, -2.6148, 2.5672)
C (1.1122, -2.4691, 3.0855)
C (1.8011, -3.3071, 3.9544)
C (3.1142, -3.6668, 3.7238)
C (3.7649, -3.1531, 2.6193)
C (3.1304, -2.3103, 1.7129)
C (3.9728, -1.7676, 0.5741)
C (4.0800, -0.2415, 0.6070)
C (3.5362, -2.3191, -0.7817)
C (1.7704, -1.9968, 1.9275)
N (1.0649, -1.2041, 1.0020)
H (-1.3799, -0.3333, 4.2259)
H (-0.2708, 0.0328, 2.8841)
H (0.3592, -0.2568, 4.4897)
H (-0.4576, -2.5615, 4.4647)
H (-1.1826, -2.3313, 1.5309)
H (-2.3688, -2.2687, 2.8749)
H (-1.3991, -3.7044, 2.5910)
H (1.2934, -3.6737, 4.8386)
H (3.6317, -4.3222, 4.4115)
H (4.8053, -3.4015, 2.4493)
H (4.9814, -2.1479, 0.7541)
H (3.1165, 0.2370, 0.4467)
H (4.7590, 0.1010, -0.1760)
H (4.4734, 0.0919, 1.5688)
H (2.4888, -2.1012, -0.9640)
H (3.6782, -3.4007, -0.8200)
H (4.1150, -1.8659, -1.5891)

Results
Total charge   +1
Frontier orbital gap   0.2647 hartree
HOMO energy   -9.9122 eV
Relative energy (zero: lowest compared OMol25 entry of this formula, charge and spin)   0.000 eV

Record 4
Computed, not measured: a 2-piece molecular cluster, C3H8OS2 overall, with ωB97M-V/def2-TZVPD.

CARTESIAN COORDINATES (ANGSTROEM)
C (-2.8747, 2.3913, -2.5076)
S (-2.5364, 3.5907, -3.8587)
S (-0.5712, 4.1342, -3.7132)
H (-2.0348, 1.7043, -2.4344)
H (-3.7513, 1.8586, -2.8618)
H (-3.0186, 2.9010, -1.5628)
H (-0.7996, 5.4608, -3.6924)
C (2.0903, -2.4133, 3.3923)
C (2.6978, -3.2153, 2.5114)
O (2.1798, -4.4715, 2.2552)
H (2.1443, -1.3482, 3.5099)
H (1.1608, -2.8135, 3.8041)
H (3.7179, -3.1467, 2.1611)
H (1.5957, -4.6322, 2.9969)

Results
Frontier orbital gap   0.3390 hartree
HOMO energy   -8.5481 eV
Relative energy (zero: lowest compared OMol25 entry of this formula, charge and spin)   1.476 eV

Record 5
Computed, not measured: C12H14MoN2PS as an isolated structure, with ωB97M-V/def2-TZVPD.

CARTESIAN COORDINATES (ANGSTROEM)
C (1.4548, 0.6164, -2.8362)
C (0.7705, -0.4861, -3.3603)
C (0.0901, -1.3758, -2.3997)
C (-1.2344, -0.8048, -2.0886)
C (-1.3223, 0.5730, -2.4913)
Mo (0.2524, 0.2933, -1.3894)
P (0.1166, 2.7326, -1.1956)
H (2.4117, 1.0369, -3.1142)
H (0.8108, -0.7850, -4.4157)
H (0.3718, -2.4229, -2.2751)
H (-2.2841, 1.0976, -2.4556)
H (-2.0009, -1.4452, -1.6856)
H (-1.1160, 3.4375, -1.1062)
H (0.5806, 3.4175, -2.3490)
H (0.8621, 3.4280, -0.2061)
N (2.0928, -2.1983, -0.3052)
C (1.2567, -1.7911, 0.6777)
N (0.4726, -0.7026, 0.4925)
C (-0.2129, -0.3121, 1.6640)
C (-1.0670, 0.7908, 1.7922)
C (-1.5275, 1.1296, 3.0707)
C (-1.1682, 0.3635, 4.1833)
C (-0.3421, -0.7622, 4.0345)
C (0.1266, -1.1006, 2.7651)
S (1.1842, -2.4509, 2.2728)
H (2.6505, -3.0570, -0.2261)
H (1.9004, -1.8401, -1.2482)
H (-1.3851, 1.3721, 0.9246)
H (-2.1699, 1.9987, 3.2247)
H (-1.5406, 0.6264, 5.1755)
H (-0.0345, -1.3793, 4.8705)

Results
Total charge   +1
Frontier orbital gap (spin up / spin down)   0.2762 / 0.2490 hartree
HOMO energy (spin up / spin down)   -11.1479 / -11.0856 eV
Multiplicity   3
Relative energy (zero: lowest compared OMol25 entry of this formula, charge and spin)   2.321 eV